DFT (wB97M-V/def2-TZVPD) results for one molecule with the formula C5H11N5S in a non-equilibrium geometry.

Each line ends with the natural charge from an NBO analysis.
CARTESIAN COORDINATES (ANGSTROEM)
1 C -3.430 0.336 0.103  -0.11
2 C 1.353 1.533 -0.346  -0.41
3 C 2.651 -0.039 0.959  -0.40
4 C -0.303 -1.423 -0.237  -0.29
5 C 1.040 -0.908 -0.808  -0.22
6 N -3.188 1.610 0.309  0.06
7 N -3.137 2.728 0.536  0.07
8 N -2.412 -0.624 -0.147  -0.13
9 N -1.218 -0.294 -0.194  -0.16
10 N 1.535 0.135 0.081  -0.48
11 S -3.010 -2.200 0.039  -0.18
12 H -4.334 -0.216 0.222  0.27
13 H 0.289 1.827 -0.226  0.20
14 H 1.981 2.224 0.223  0.20
15 H 1.714 1.760 -1.355  0.17
16 H 2.572 -0.889 1.647  0.19
17 H 3.706 -0.297 0.593  0.16
18 H 2.737 0.949 1.580  0.20
19 H -0.421 -1.860 0.754  0.23
20 H -0.612 -2.250 -0.932  0.22
21 H 1.788 -1.660 -1.138  0.20
22 H 0.699 -0.441 -1.661  0.20

Values from the calculation:
E: -23643.57886 eV
ΔE to the lowest compared entry with this formula, charge and spin: 188.2 kJ/mol